No. 1
{
  "formula": "C21H50BN2O16",
  "method": "wB97M-V/def2-TZVPD",
  "gap_ev": 6.37,
  "lumo_ev": -4.7817,
  "max_force_ev_per_a": 1.3,
  "charge": 1,
  "mol_weight_g_mol": 597.4,
  "homo_energy_ev": -11.15,
  "relative_energy_ev": 0.357,
  "species": ["C", "O", "B", "O", "C", "C", "C", "C", "O", "O", "C", "C", "C", "C", "O", "O", "C", "O", "C", "N", "C", "N", "H", "H", "H", "H", "H", "H", "H", "H", "H", "H", "H", "H", "H", "H", "C", "O", "H", "H", "H", "H", "C", "O", "H", "H", "H", "H", "C", "O", "H", "H", "H", "H", "C", "O", "H", "H", "H", "H", "C", "O", "H", "H", "H", "H", "C", "O", "H", "H", "H", "H", "C", "O", "H", "H", "H", "H", "C", "O", "H", "H", "H", "H", "C", "O", "H", "H", "H", "H"],
  "xyz": [[4.9967, -2.9820, 0.4185], [4.9856, -1.6402, -0.1356], [4.9968, -0.6339, 0.7684], [5.9720, -0.4605, 1.7011], [3.7519, 0.3905, 0.6401], [2.6158, 0.3219, 1.4254], [1.5661, 1.2071, 1.2355], [0.3403, 1.0879, 2.0981], [0.4896, 0.8100, 3.2471], [-0.8453, 1.3362, 1.5408], [-1.3683, 0.2719, 0.6970], [-1.0905, -1.1270, 1.1981], [-1.8627, -2.1646, 0.3623], [-1.6560, -1.9915, -1.1082], [-2.1901, -1.1550, -1.7765], [-0.8115, -2.8990, -1.7080], [1.6934, 2.1591, 0.2426], [0.6582, 3.0845, -0.0117], [0.1034, 2.8362, -1.1627], [-0.3894, 2.5746, -2.1568], [2.8331, 2.2446, -0.5198], [3.8204, 1.3650, -0.3013], [4.7567, -3.6611, -0.3877], [5.9926, -3.2104, 0.7800], [4.2541, -3.1107, 1.2009], [6.5210, 0.3109, 1.4946], [2.5269, -0.4167, 2.2056], [-1.0335, 0.3790, -0.3332], [-2.4422, 0.3931, 0.6962], [-0.0360, -1.4099, 1.1665], [-1.4458, -1.2346, 2.2193], [-1.4570, -3.1355, 0.6268], [-2.9112, -2.1996, 0.6235], [0.0486, -2.4980, -1.8763], [2.9746, 2.9811, -1.2884], [4.6529, 1.4432, -0.8727], [-5.8543, 0.7572, 1.5733], [-5.1964, -0.0968, 0.6288], [-5.3351, 0.6653, 2.5243], [-5.8146, 1.7938, 1.2435], [-6.8949, 0.4493, 1.7026], [-5.6592, -0.0106, -0.2089], [4.8450, 4.8585, 1.2904], [4.5305, 4.4118, -0.0307], [5.4131, 4.0761, 1.7883], [5.4456, 5.7663, 1.2377], [3.9279, 5.0569, 1.8494], [4.0399, 5.1355, -0.4451], [2.7727, 8.2602, 0.3307], [3.3367, 7.2984, -0.5671], [3.3971, 8.2880, 1.2190], [2.7603, 9.2503, -0.1263], [1.7573, 7.9778, 0.6164], [2.7862, 7.2815, -1.3553], [-4.8984, -5.0233, 1.8602], [-4.4305, -3.7350, 1.4471], [-4.0811, -5.7297, 1.7359], [-5.1961, -5.0015, 2.9116], [-5.7432, -5.3364, 1.2514], [-5.1576, -3.1148, 1.5586], [-9.1606, -6.3610, 0.9476], [-8.0272, -5.8585, 1.6550], [-8.9937, -6.1821, -0.1109], [-9.2780, -7.4344, 1.1119], [-10.0729, -5.8452, 1.2555], [-8.1754, -6.0174, 2.5911], [-5.3992, 5.2133, 1.7611], [-4.9511, 3.9708, 1.2205], [-6.4768, 5.1500, 1.8822], [-4.9431, 5.4018, 2.7359], [-5.1666, 6.0396, 1.0853], [-3.9982, 4.0260, 1.1128], [0.1540, -0.8461, -4.6719], [-1.0343, -1.6083, -4.8172], [0.6414, -0.7957, -5.6423], [-0.0717, 0.1690, -4.3335], [0.8404, -1.3193, -3.9569], [-1.4612, -1.6452, -3.9517], [-0.6098, -5.2987, -4.9777], [-0.8125, -4.6021, -6.1973], [-0.7357, -6.3603, -5.1761], [0.4011, -5.1297, -4.5909], [-1.3391, -4.9898, -4.2230], [-0.7009, -3.6639, -6.0104], [9.7176, -0.0320, 0.8350], [9.1549, 1.2690, 0.6436], [9.1711, -0.5038, 1.6479], [9.6044, -0.6351, -0.0689], [10.7728, 0.0247, 1.1057], [9.6337, 1.6956, -0.0721]],
  "atomic_forces_ev_per_a": [[0.62, -0.18, -0.54], [-1.04, -0.24, 0.72], [0.25, -0.03, -0.39], [-0.06, 0.14, -0.39], [0.64, 0.25, -0.19], [0.21, 0.09, -0.07], [-0.10, 0.08, -0.47], [-0.32, -0.03, 0.49], [0.15, 0.01, 0.31], [0.13, -0.18, -0.06], [-0.28, -0.43, -0.28], [-0.27, -0.20, -0.13], [0.54, -0.61, 0.31], [-0.32, 0.12, -0.46], [-0.03, 0.28, -0.13], [0.32, -0.28, 0.49], [-0.14, 0.39, -0.30], [0.63, -0.30, 0.13], [0.17, 0.25, 1.00], [-0.50, -0.19, -1.18], [0.11, -0.08, 0.11], [-0.60, -0.14, 0.32], [-0.04, -0.04, -0.18], [0.07, -0.06, 0.22], [-0.03, 0.18, 0.12], [0.13, 0.06, 0.57], [0.04, -0.11, 0.10], [0.21, 0.36, 0.00], [-0.27, 0.36, -0.04], [0.20, 0.24, 0.08], [0.14, 0.04, 0.19], [-0.09, -0.19, 0.09], [-0.29, 0.29, -0.17], [-0.04, 0.03, -0.31], [0.00, 0.07, -0.12], [0.01, 0.09, -0.02], [-0.10, -0.09, -0.32], [0.12, -0.06, 0.22], [0.04, -0.05, -0.01], [-0.02, 0.05, 0.12], [0.01, 0.04, 0.11], [0.07, -0.03, -0.06], [-0.10, 0.12, -0.20], [-0.23, -0.16, -0.05], [0.02, -0.02, -0.03], [0.03, 0.00, 0.15], [0.08, 0.03, 0.12], [0.17, 0.22, 0.04], [-0.05, -0.06, -0.11], [-0.04, -0.28, 0.04], [0.04, -0.03, -0.01], [0.00, 0.02, 0.06], [0.01, 0.05, 0.05], [0.06, 0.09, -0.06], [-0.02, 0.25, -0.10], [0.07, -0.05, 0.11], [0.06, 0.05, 0.00], [0.00, -0.11, 0.00], [-0.03, -0.11, 0.06], [0.01, 0.05, -0.09], [0.07, 0.02, 0.22], [-0.14, -0.03, -0.09], [0.04, 0.02, -0.01], [-0.05, -0.01, -0.07], [-0.04, -0.03, -0.07], [0.04, 0.01, 0.02], [0.20, -0.10, -0.07], [-0.05, 0.14, 0.05], [-0.01, -0.04, -0.01], [-0.06, 0.06, 0.02], [-0.06, 0.05, 0.04], [0.01, -0.05, -0.03], [-0.33, -0.04, 0.15], [0.27, -0.08, 0.01], [0.02, -0.03, -0.01], [0.08, 0.03, -0.01], [0.11, 0.04, -0.05], [-0.16, 0.01, -0.05], [-0.05, 0.25, -0.13], [0.13, -0.09, 0.08], [0.00, -0.01, -0.02], [-0.01, -0.08, 0.07], [0.04, -0.06, 0.07], [-0.18, 0.12, 0.02], [-0.04, 0.16, -0.16], [-0.18, -0.18, 0.07], [0.01, 0.00, 0.02], [0.05, -0.09, 0.05], [-0.01, -0.02, 0.02], [0.00, 0.07, 0.03]],
  "mulliken_charge": [-0.658, -0.494, 0.734, -0.512, -0.316, -1.018, 0.760, -0.002, -0.509, -0.348, -0.342, -0.499, -0.235, 0.406, -0.535, -0.427, 0.920, -0.466, 0.512, -0.449, -0.425, 0.341, 0.240, 0.293, 0.306, 0.294, 0.636, 0.240, 0.289, 0.278, 0.279, 0.427, 0.112, 0.275, 0.496, 0.314, -0.538, -0.413, 0.223, 0.205, 0.318, 0.247, -0.652, -0.408, 0.273, 0.273, 0.268, 0.284, -0.578, -0.481, 0.231, 0.283, 0.260, 0.276, -0.564, -0.414, 0.263, 0.221, 0.240, 0.200, -0.539, -0.441, 0.214, 0.262, 0.241, 0.278, -0.553, -0.422, 0.225, 0.271, 0.249, 0.230, -0.497, -0.494, 0.322, 0.250, 0.142, 0.324, -0.425, -0.518, 0.271, 0.193, 0.174, 0.287, -0.514, -0.506, 0.181, 0.266, 0.306, 0.293]
}

No. 2
{
  "formula": "C21H51ClN5NbO7",
  "method": "wB97M-V/def2-TZVPD",
  "gap_ev": 4.24,
  "lumo_ev": 3.8345,
  "max_force_ev_per_a": 3.1,
  "charge": -2,
  "mol_weight_g_mol": 614.0,
  "homo_energy_ev": -0.40,
  "species": ["C", "C", "Nb", "C", "N", "C", "C", "O", "Cl", "C", "C", "O", "C", "N", "C", "O", "O", "H", "H", "H", "H", "H", "H", "H", "H", "H", "H", "H", "H", "H", "H", "H", "H", "H", "H", "C", "C", "C", "O", "C", "N", "H", "H", "H", "H", "H", "H", "H", "H", "H", "H", "H", "C", "C", "C", "O", "C", "N", "H", "H", "H", "H", "H", "H", "H", "H", "H", "H", "H", "C", "C", "C", "O", "C", "N", "H", "H", "H", "H", "H", "H", "H", "H", "H", "H", "H"],
  "xyz": [[3.9596, -1.4709, 0.8507], [3.9567, -0.1399, 1.0531], [2.3558, 1.2434, 0.2398], [3.2768, 1.0040, -1.8381], [4.7420, 1.3045, -1.7936], [1.4508, 1.4302, 2.4100], [0.9753, 2.6995, 2.9223], [-0.1250, 3.0230, 3.2735], [2.2803, 3.9705, 3.0728], [0.8862, -0.4521, -0.2089], [-0.5384, -0.0555, 0.2065], [-1.0096, -0.9170, 1.2805], [-1.5324, -0.1357, -0.9654], [-2.5338, 0.9425, -0.9160], [0.8845, 2.7877, -0.4917], [0.4378, 2.1784, -1.4884], [0.6368, 3.9042, -0.0524], [3.0865, -2.0679, 1.0998], [4.7823, -2.0084, 0.3688], [4.8263, 0.3218, 1.5263], [3.5946, 2.6024, 0.4777], [2.7829, 1.7155, -2.5059], [3.1256, -0.0110, -2.2069], [5.2794, 0.7443, -2.4436], [4.9131, 2.2869, -1.9412], [0.6432, 0.7102, 2.5608], [2.2805, 1.1244, 3.0489], [0.8973, -0.7077, -1.2715], [1.1408, -1.3789, 0.3203], [-0.5897, 0.9361, 0.6512], [-0.8724, -1.8173, 0.9682], [-0.9904, -0.1089, -1.9035], [-2.0428, -1.0984, -0.8482], [-2.7883, 1.0960, 0.0518], [-2.0587, 1.7675, -1.2707], [-6.7978, -3.3237, -1.1180], [-5.4976, -2.5346, -1.2562], [-4.2501, -3.4155, -1.3669], [-3.8142, -3.9881, -0.1491], [-4.4695, -5.1702, 0.2387], [-5.4019, -1.5790, -0.1571], [-6.9167, -3.7312, -0.1130], [-7.6496, -2.6696, -1.3067], [-6.8404, -4.1502, -1.8320], [-5.5587, -1.9601, -2.1858], [-3.4312, -2.7768, -1.7029], [-4.3827, -4.2014, -2.1259], [-4.7362, -5.7844, -0.6298], [-5.3726, -4.9689, 0.8240], [-3.7800, -5.7343, 0.8675], [-4.5907, -0.9816, -0.3109], [-5.1713, -2.0988, 0.6857], [-6.3052, 4.3105, -2.8302], [-6.1154, 3.2217, -3.8823], [-6.9696, 1.9707, -3.6333], [-6.4924, 1.1219, -2.6225], [-6.8420, 1.4754, -1.2961], [-4.6889, 2.9275, -3.9904], [-5.7862, 4.0658, -1.9045], [-5.8939, 5.2523, -3.1922], [-7.3635, 4.4651, -2.6040], [-6.4442, 3.6296, -4.8460], [-6.9544, 1.3692, -4.5483], [-8.0196, 2.2452, -3.4425], [-7.8459, 1.9149, -1.2474], [-6.1164, 2.1689, -0.8651], [-6.8184, 0.5609, -0.7051], [-4.5279, 2.2843, -4.7592], [-4.3912, 2.4068, -3.1666], [7.3681, -0.9198, 4.2529], [7.7493, -0.8555, 2.7767], [9.1632, -1.3747, 2.4877], [10.2202, -0.4936, 2.8351], [10.6022, -0.5166, 4.1903], [7.5248, 0.5034, 2.3003], [7.8425, -0.1221, 4.8268], [6.2909, -0.7984, 4.3558], [7.6479, -1.8791, 4.6970], [7.0605, -1.5076, 2.2300], [9.2568, -1.5202, 1.4089], [9.3247, -2.3538, 2.9631], [10.5141, -1.5236, 4.6136], [10.0116, 0.1766, 4.7954], [11.6468, -0.2052, 4.2416], [7.6461, 0.5361, 1.2925], [8.2527, 1.1088, 2.6690]],
  "atomic_forces_ev_per_a": [[-0.01, 0.24, -0.14], [-0.81, 0.20, 2.21], [-0.98, -1.14, -2.69], [0.53, 0.76, 0.54], [0.09, -0.66, 0.16], [-0.01, 0.29, 0.84], [-0.93, -0.36, -0.03], [0.27, 0.12, -0.19], [0.30, 0.19, 0.19], [-0.06, -0.64, 0.27], [0.45, -0.82, -0.14], [-0.28, 0.23, 0.09], [-0.16, 0.47, 0.89], [-0.22, -0.43, -0.81], [0.17, 1.65, 1.75], [0.65, -1.10, 0.06], [-0.35, 0.40, -0.13], [-0.40, -0.03, -1.08], [0.51, -0.24, 0.92], [0.81, 0.24, -1.55], [0.20, -0.04, -0.24], [-0.25, -0.22, -0.18], [-0.05, -0.07, -0.02], [-0.03, 0.24, -0.28], [0.04, 0.02, 0.02], [-0.07, -0.06, -0.16], [0.29, 0.04, -0.25], [0.16, 0.10, -0.10], [0.09, 0.00, 0.13], [-0.09, 0.11, -0.03], [0.11, -0.02, 0.00], [-0.14, 0.14, -0.17], [0.02, -0.11, -0.24], [0.14, 0.22, 0.03], [-0.03, 0.19, 0.35], [-0.06, 0.01, -0.09], [-0.19, -0.14, 0.14], [0.16, 0.16, -0.25], [-0.03, -0.07, -0.01], [0.06, 0.01, 0.07], [0.20, 0.05, 0.03], [0.04, -0.01, 0.01], [0.00, 0.03, 0.04], [0.01, -0.01, 0.01], [0.07, 0.00, -0.01], [0.07, -0.03, 0.09], [-0.08, -0.01, 0.04], [-0.03, 0.00, 0.01], [-0.04, -0.03, -0.06], [0.01, 0.00, -0.01], [-0.08, 0.17, -0.06], [-0.03, 0.02, 0.03], [-0.11, 0.09, -0.04], [0.13, 0.05, 0.23], [-0.03, 0.00, -0.21], [-0.16, -0.13, 0.05], [0.16, -0.11, 0.10], [-0.09, -0.22, -0.11], [0.00, -0.04, -0.01], [0.06, -0.01, 0.01], [0.00, -0.02, 0.02], [-0.03, -0.03, -0.01], [0.02, -0.02, 0.02], [0.03, 0.06, 0.03], [0.02, 0.03, -0.07], [-0.06, 0.06, 0.01], [0.02, -0.01, -0.01], [0.03, 0.07, -0.06], [0.05, 0.13, 0.07], [-0.09, -0.11, 0.04], [0.00, 0.15, 0.26], [-0.09, -0.12, -0.23], [0.05, -0.06, 0.07], [0.04, 0.09, -0.04], [0.35, -0.05, -0.19], [0.02, 0.01, -0.02], [-0.01, 0.05, -0.03], [0.01, 0.00, 0.00], [0.02, -0.01, -0.02], [0.03, 0.06, -0.01], [-0.02, 0.03, 0.05], [-0.02, 0.01, 0.02], [-0.03, -0.07, 0.04], [0.01, -0.01, -0.01], [-0.31, 0.06, -0.04], [-0.04, 0.00, 0.10]],
  "mulliken_charge": [-0.638, -0.057, -0.768, -0.764, -0.365, -1.016, 0.687, -0.600, -0.302, -0.831, 0.471, -0.642, -0.288, -0.460, 0.662, -0.518, -0.693, 0.175, 0.213, 0.423, -0.040, 0.334, 0.272, 0.127, 0.196, 0.181, 0.670, 0.249, 0.133, 0.263, 0.432, 0.375, -0.397, 0.225, 0.316, -1.606, 0.712, -0.865, -0.287, -0.730, -0.631, 0.307, 0.350, 0.361, 0.290, 0.346, 0.463, 0.314, 0.237, 0.247, 0.180, 0.317, -1.389, 0.369, -0.805, -0.188, -0.639, -0.678, 0.277, 0.343, 0.345, 0.405, 0.306, 0.399, 0.325, 0.194, 0.193, 0.262, 0.237, -1.478, 0.693, -0.821, -0.376, -0.649, -0.596, 0.289, 0.341, 0.344, 0.214, 0.355, 0.419, 0.295, 0.222, 0.253, 0.260, 0.253]
}

- Among the records above, which one has the highest charge?
  C21H50BN2O16